(1)
The following is a DFT calculation (ωB97M-V/def2-TZVPD) of a structure of composition C9H18F5GaI2OP2.

The geometry in XYZ format:
```
38
Properties=species:S:1:pos:R:3:forces:R:3:mulliken_charge:R:1
I -6.268092 2.148481 1.515772 -0.06 -0.25 -0.29 0.004
I -6.851025 0.472012 -0.496271 0.18 0.25 0.31 0.019
Ga -0.264413 0.133240 0.000943 6.77 -1.94 -0.62 0.920
P 0.077119 1.840752 -1.528767 1.01 2.94 -2.33 0.516
C -1.359926 2.887117 -1.972950 -0.30 -0.60 0.60 -1.196
C 1.342787 3.056141 -1.003231 -0.01 -0.37 0.68 -1.214
H 1.532072 3.795149 -1.789419 -0.23 -0.24 0.03 0.443
H 0.929678 2.107669 -3.810506 -0.17 0.03 0.33 0.455
H 2.260888 2.510022 -0.772194 -0.13 0.35 -0.07 0.346
H 1.601874 0.669450 -2.975483 -0.25 0.21 -0.35 0.334
H -1.752665 3.364913 -1.071261 -0.02 0.12 -0.13 0.414
H 1.000451 3.563240 -0.097102 0.08 0.09 -0.11 0.411
C 0.701082 1.263209 -3.151236 -0.15 -0.87 0.27 -1.183
H -1.076742 3.656470 -2.698737 0.13 -0.23 0.14 0.422
H -0.052398 0.624583 -3.620054 0.09 0.10 -0.10 0.400
H -2.147776 2.259184 -2.397612 -0.01 0.15 -0.09 0.418
P -0.321510 -1.633520 1.500150 -0.44 -2.62 2.77 0.483
C -1.923185 -2.020230 2.301473 -0.05 0.51 -0.41 -1.208
C 0.188048 -3.235152 0.771690 0.03 0.58 -0.87 -1.130
H 1.827115 -1.256537 2.515442 -0.23 -0.08 0.44 0.233
H 0.826560 -2.326124 3.551219 -0.14 0.06 -0.31 0.447
H 0.523698 -0.563767 3.502751 0.05 -0.12 0.05 0.415
C 0.825267 -1.434549 2.914604 0.12 0.83 -0.44 -1.058
H 1.171406 -3.100911 0.313885 -0.30 -0.34 0.10 0.307
H 0.231901 -4.020390 1.534230 -0.08 0.37 0.07 0.453
H -1.826168 -2.870542 2.984509 0.10 0.16 -0.17 0.422
H -2.665572 -2.253856 1.533333 -0.03 -0.11 0.12 0.422
H -0.524307 -3.519096 -0.007512 0.07 -0.08 0.08 0.409
H -2.270829 -1.145289 2.857391 -0.03 -0.13 0.09 0.418
C -2.031751 0.517937 0.208972 -12.04 2.41 1.08 0.741
O -3.167952 0.765144 0.342355 6.11 -1.33 -0.64 -0.196
F 2.445125 0.422886 -1.106010 -0.17 1.08 -0.91 -0.352
C 1.819202 -0.612852 -0.504487 0.45 -0.69 0.51 -0.015
F 1.620859 -1.579618 -1.473910 0.03 0.22 0.30 -0.266
C 3.062682 -1.038295 0.352067 2.55 -0.90 0.17 0.704
F 4.162090 -1.151795 -0.488834 -1.92 0.28 1.40 -0.251
F 3.352657 -0.041863 1.270318 -0.74 -1.56 -1.15 -0.236
F 3.001752 -2.253216 0.994469 -0.26 1.72 -0.58 -0.249
```
Forces are in eV/Å.

Values from the calculation:
Net charge: +2
Gap between HOMO and LUMO: 3.55 eV

***

(2)
The following is a DFT calculation (ωB97M-V/def2-TZVPD) of a cluster of 2 separate species, C4H13N2O in total.

The geometry in XYZ format:
```
20
Properties=species:S:1:pos:R:3:forces:R:3:mulliken_charge:R:1
C 0.547922 1.470977 0.972565 0.93 -0.88 0.19 -1.148
C 2.974521 -0.801949 -0.849363 1.47 -3.20 4.64 -0.927
C -3.234240 -0.435464 -0.621304 1.14 1.48 -2.22 -0.914
C 0.945452 0.127082 0.240688 0.91 1.28 1.11 0.993
N 2.284229 0.013777 0.159463 -1.25 -0.23 -1.80 -0.204
N -2.073378 -0.232404 0.342456 -1.23 1.28 -3.27 -0.326
O 0.220369 -0.765394 -0.199146 0.21 -0.61 -0.86 -0.713
H 0.006339 1.353631 1.927931 -0.03 -0.24 -0.58 0.349
H 0.054092 2.246851 0.339646 0.55 -0.79 0.28 0.331
H 1.573108 1.772146 1.261914 -1.03 0.86 0.01 0.250
H 2.422823 -1.440521 -1.506221 -0.88 0.09 0.01 0.323
H 3.719379 -0.294842 -1.336615 1.31 1.87 -1.45 0.360
H 3.643432 -1.499582 -0.140921 -1.39 0.81 -1.84 0.308
H -4.186503 -0.044446 -0.303661 -0.18 -0.46 0.74 0.362
H -3.124439 0.003021 -1.650286 0.68 0.33 1.17 0.329
H -3.118924 -1.439535 -0.887505 -0.97 -1.87 0.14 0.397
H 2.859493 0.611277 0.714749 0.20 0.37 -0.10 0.201
H -1.892116 0.789394 0.441614 0.02 -1.23 0.35 0.320
H -2.491334 -0.638743 1.115740 -0.18 -0.56 2.68 0.306
H -1.130224 -0.795277 -0.021746 -0.27 1.70 0.80 0.404
```
Forces are in eV/Å.

Values from the calculation:
Net charge: +1
Gap between HOMO and LUMO: 10.86 eV

***

(3)
The following is a DFT calculation (ωB97M-V/def2-TZVPD) of a cluster of 4 separate species, C3H14O3S in total.

The geometry in XYZ format:
```
21
Properties=species:S:1:pos:R:3:forces:R:3:mulliken_charge:R:1
C 2.801767 -1.395258 -1.136280 0.08 -1.00 0.59 -1.181
C 1.841968 -1.422921 0.100232 0.78 0.43 -1.23 -0.438
S 0.615948 -0.150581 -0.286957 0.18 0.50 0.28 -0.139
C -0.463908 -0.315957 1.154080 -0.43 -0.63 -0.70 -0.850
H 3.320340 -2.355148 -1.283859 -0.08 0.25 0.34 0.329
H 2.313667 -1.213665 -2.085520 -0.36 0.24 -0.06 0.336
H 3.558016 -0.633125 -0.961531 0.00 0.07 -0.16 0.292
H 1.286224 -2.347895 0.251762 0.39 -0.14 -0.06 0.403
H 2.480323 -1.163991 0.959521 -0.68 -0.18 0.04 0.354
H 0.095872 -0.961439 1.826978 -0.35 0.21 0.39 0.295
H -1.391547 -0.811618 0.818314 0.38 0.12 0.40 0.300
H -0.714784 0.644105 1.580416 0.16 0.15 0.24 0.335
H 2.287597 1.080031 1.392280 -0.05 0.15 0.02 0.293
H 3.505970 1.751748 2.040927 -0.03 0.01 -0.02 0.303
O 2.654948 1.353210 2.245631 -0.02 -0.14 -0.09 -0.625
H -6.869601 1.041061 1.127300 -0.06 0.16 -0.17 0.318
H -6.563024 0.436030 2.467125 -0.05 0.26 0.10 0.320
O -6.792248 1.279904 2.054409 0.11 -0.42 0.08 -0.638
H -1.395631 0.351890 -3.969607 -0.16 0.06 0.22 0.305
H -0.159180 0.807396 -3.147987 -0.25 -0.14 -0.02 0.316
O -0.443886 0.446515 -3.995655 0.44 0.04 -0.17 -0.629
```
Forces are in eV/Å.

Values from the calculation:
Gap between HOMO and LUMO: 9.40 eV
SMILES: CCSC.O.O.O

***

Ordered molecular weight results: 622.711; 105.161; 130.209; unit g/mol.
Ordered energy above the lowest of the compared OMol25 structures with the same formula, charge and spin results: 2.054; 2.267; 0.769; unit eV.